Record 1
Entry from OMol25: a cluster of 8 separate species, C27H36F5N3O15 in total at a distorted geometry (ωB97M-V/def2-TZVPD).

Output
E_LUMO (alpha / beta)   -2.908 / -10.328 eV
HOMO energy (alpha / beta)   -13.05 / -13.05 eV
Charge   +1
Calculated total energy   -77341.2896 eV
2S+1   2
Frontier orbital gap (alpha / beta)   10.1415 / 2.7212 eV

Last column: Löwdin charge in e.
Positions of all 86 atoms, in Å:
C  0.01678  -0.09080  0.74502  -0.06
C  -0.07408  -1.63943  0.99640  -0.16
C  1.21434  -2.25664  1.67945  -0.12
C  2.47944  -2.00170  0.91478  -0.15
N  3.40973  -1.84076  0.25898  0.20
H  0.79860  0.28509  0.08506  0.03
H  0.17694  0.36680  1.72126  0.06
H  -0.89366  0.39334  0.39175  0.06
H  -0.34556  -2.24492  0.13166  0.09
H  -0.84855  -1.87910  1.72500  0.10
H  1.19928  -3.33054  1.86554  0.12
H  1.29547  -1.79331  2.66273  0.09
C  -5.79483  2.38784  -2.72188  -0.10
C  -4.71405  3.11137  -3.54124  -0.25
C  -3.33320  2.49069  -3.47095  -0.20
C  -2.71744  2.34134  -2.19067  -0.21
N  -2.24724  2.27286  -1.13269  0.18
H  -6.77651  2.86130  -2.70621  0.07
H  -5.52396  2.28494  -1.67109  0.07
H  -5.93014  1.37206  -3.09332  0.07
H  -4.75025  4.17233  -3.29392  0.11
H  -5.03504  3.11805  -4.58288  0.11
H  -2.69817  3.10095  -4.11314  0.13
H  -3.31619  1.48228  -3.88436  0.13
C  -0.10323  -0.09553  -4.37399  -0.10
C  1.23465  -0.86112  -4.18547  -0.23
C  1.60245  -0.90733  -2.69634  -0.18
C  1.73904  0.44889  -2.11472  -0.23
N  1.86157  1.52581  -1.72184  0.16
H  -0.15182  0.91455  -3.96721  0.06
H  -0.88685  -0.62043  -3.82762  0.07
H  -0.29361  -0.05978  -5.44664  0.08
H  1.97949  -0.38520  -4.82328  0.11
H  1.13900  -1.87173  -4.58248  0.10
H  2.56073  -1.38601  -2.49467  0.09
H  0.88006  -1.46235  -2.09784  0.10
C  -0.40787  -5.79705  -3.29164  -0.04
C  0.25511  -4.41391  -2.83505  -0.24
O  0.03416  -4.43803  -1.40162  0.10
C  -0.94757  -5.32090  -1.11093  -0.53
O  -1.44154  -5.51409  -0.01623  0.14
O  -1.21988  -6.09479  -2.18643  0.07
F  -0.50481  -3.46832  -3.42304  0.06
H  0.30265  -6.62096  -3.35824  0.13
H  -0.93643  -5.77805  -4.24472  0.14
H  1.27353  -4.24684  -3.18577  0.15
C  -2.70487  0.55254  5.25079  -0.04
C  -2.68061  0.06061  6.62170  -0.30
O  -1.73426  -1.01436  6.52967  0.20
C  -1.51294  -1.33250  5.23520  -0.38
O  -0.70481  -2.19097  4.81158  0.37
O  -2.25642  -0.54368  4.51431  0.17
F  -3.86114  -0.45377  6.90776  0.13
H  -2.04599  1.41512  5.15110  0.15
H  -3.70022  0.88913  4.96084  0.18
H  -2.45547  0.82969  7.36057  0.19
C  -0.23389  3.94706  1.16131  -0.09
C  -1.61155  4.11849  1.73811  -0.34
O  -1.48730  5.34320  2.34761  0.12
C  -0.14148  5.60725  2.69365  -0.44
O  0.21045  6.45171  3.47658  0.17
O  0.63770  4.70966  1.96766  0.06
F  -1.86090  3.15947  2.68504  0.04
H  -0.16882  4.28738  0.12785  0.14
H  0.17003  2.93798  1.07941  0.13
H  -2.38502  3.98904  0.98110  0.15
C  5.65568  -2.58531  -2.74305  -0.07
C  4.90769  -3.82850  -3.14754  -0.36
O  4.70576  -3.59897  -4.52138  0.15
C  4.66239  -2.33192  -4.80103  -0.50
O  4.33283  -1.89628  -5.89879  0.15
O  5.04993  -1.65007  -3.61755  0.03
F  3.75643  -3.92680  -2.55854  0.11
H  6.70123  -2.74715  -3.00523  0.14
H  5.53584  -2.20164  -1.72987  0.13
H  5.52335  -4.70064  -2.92744  0.17
C  2.12207  3.56669  4.71535  -0.09
C  1.08477  3.21365  5.73297  -0.37
O  0.96899  1.84255  5.60252  0.12
C  1.64833  1.43172  4.44344  -0.43
O  1.66627  0.29999  3.98691  0.13
O  2.16431  2.52853  3.80946  0.10
F  -0.05907  3.77614  5.40155  0.11
H  3.06803  3.44470  5.24297  0.15
H  2.09195  4.56871  4.28740  0.15
H  1.37980  3.52071  6.73635  0.18


Record 2
Entry from OMol25: a structure of composition C16H32N3O14P3S at a distorted geometry (ωB97M-V/def2-TZVPD).

Output
E_LUMO   -1.654 eV
HOMO energy   -8.87 eV
Charge   0
Calculated total energy   -88940.9506 eV
2S+1   1
Frontier orbital gap   7.2167 eV

Last column: Löwdin charge in e.
Positions of all 69 atoms, in Å:
O  0.61937  3.44529  -3.02147  0.09
N  0.79128  2.47577  -2.39528  -0.03
O  1.63416  1.55942  -3.06719  -0.14
C  2.98060  1.51639  -2.49848  -0.11
C  2.99619  2.20167  -1.12266  -0.19
C  2.64347  1.44821  -0.04605  -0.01
C  2.58282  2.01616  1.29093  -0.04
C  2.89617  3.32130  1.50961  -0.02
C  3.26684  4.13526  0.39341  -0.33
N  3.58311  5.43864  0.34565  -0.25
S  3.88585  5.83960  -1.18553  0.99
N  3.67938  4.39171  -1.95150  -0.20
C  3.32986  3.59177  -0.94982  -0.36
H  3.24358  0.45408  -2.38015  0.12
H  3.66944  2.00427  -3.20495  0.12
H  2.36785  0.40155  -0.21326  0.13
H  2.26283  1.36014  2.10395  0.11
H  2.86321  3.74762  2.51421  0.12
C  0.20970  -4.03416  1.03454  -0.11
O  1.12084  -4.41634  2.06317  -0.30
P  2.73943  -4.07251  1.82658  0.62
O  2.63155  -2.58734  1.67209  -0.25
O  2.75158  -4.83730  0.38284  -0.27
C  2.66865  -6.26350  0.37215  -0.12
O  4.40756  -4.19513  1.87134  -0.23
C  5.10063  -3.34631  2.79268  -0.12
H  -0.62648  -3.51953  1.50600  0.09
H  0.65962  -3.37823  0.29375  0.08
H  -0.16148  -4.93347  0.53838  0.09
H  1.96643  -6.56172  -0.40585  0.09
H  2.31814  -6.65760  1.32898  0.08
H  3.65011  -6.68124  0.14553  0.09
H  4.53715  -3.21865  3.71529  0.08
H  5.27975  -2.37687  2.33057  0.09
H  6.05769  -3.81109  3.02727  0.08
C  -5.01438  0.87117  -3.88340  -0.12
O  -4.35051  -0.08951  -4.69787  -0.29
P  -3.44184  -1.25842  -3.92279  0.62
O  -4.52246  -1.86670  -3.08354  -0.25
O  -2.57039  -0.16113  -3.09198  -0.27
C  -1.61863  0.63311  -3.80888  -0.11
O  -2.24892  -2.40046  -3.65474  -0.23
C  -2.60171  -3.77218  -3.85777  -0.12
H  -6.04532  0.94340  -4.22802  0.09
H  -5.00881  0.60662  -2.82883  0.08
H  -4.52871  1.84104  -4.01218  0.09
H  -1.70586  1.66443  -3.46902  0.08
H  -1.79544  0.60318  -4.88672  0.09
H  -0.61342  0.27111  -3.59533  0.07
H  -3.28901  -3.88558  -4.69428  0.08
H  -3.05348  -4.17013  -2.95048  0.09
H  -1.68977  -4.32786  -4.07489  0.08
C  -1.87612  0.29528  4.53898  -0.12
O  -2.60043  0.71249  3.38628  -0.29
P  -2.21765  2.20401  2.73297  0.63
O  -0.76971  1.95823  2.44725  -0.25
O  -2.43961  2.95376  4.16812  -0.27
C  -3.77402  3.09382  4.65838  -0.12
O  -2.36650  3.68342  1.96805  -0.23
C  -1.89144  3.76935  0.61822  -0.11
H  -1.54385  -0.72849  4.36986  0.09
H  -1.01129  0.92134  4.74405  0.08
H  -2.54404  0.31319  5.40305  0.09
H  -3.77792  2.85100  5.72069  0.09
H  -4.46838  2.42489  4.14446  0.08
H  -4.10097  4.12590  4.52759  0.09
H  -2.08200  2.84750  0.07107  0.08
H  -0.82366  3.98449  0.62088  0.09
H  -2.41807  4.58588  0.12526  0.09


Record 3
Entry from OMol25: a cluster of 2 separate species, C3H4O3S in total at a distorted geometry (ωB97M-V/def2-TZVPD).

Output
E_LUMO (alpha / beta)   0.254 / -0.578 eV
HOMO energy (alpha / beta)   -8.30 / -7.53 eV
Charge   0
Calculated total energy   -20149.4042 eV
2S+1   1
Frontier orbital gap (alpha / beta)   8.5494 / 6.9522 eV
Energy above the lowest of the compared OMol25 structures with the same formula, charge and spin   114.6 kcal/mol

Last column: Löwdin charge in e.
Positions of all 11 atoms, in Å:
C  -1.10891  2.46303  0.14835  0.02
C  0.43004  -0.09492  -0.56910  -0.25
C  1.68387  -0.23786  0.32873  -0.05
O  -0.64434  -0.64692  -0.12480  -0.40
O  -2.70469  -1.67594  0.67580  -0.53
O  -2.06413  1.89348  -0.02353  -0.01
S  -2.13726  -1.07087  -0.53409  0.92
H  0.53286  0.22907  -1.50486  0.07
H  2.35409  0.45566  -0.16405  0.06
H  1.89121  -1.31742  0.32768  0.08
H  1.76725  0.00268  1.43987  0.10


Record 4
Entry from OMol25: a structure of composition CH4F5N4 at a distorted geometry (ωB97M-V/def2-TZVPD).

Output
E_LUMO (alpha / beta)   -6.599 / -6.599 eV
HOMO energy (alpha / beta)   -14.95 / -14.95 eV
Charge   +1
Calculated total energy   -20632.2216 eV
2S+1   1
Frontier orbital gap (alpha / beta)   8.3548 / 8.3541 eV
Energy above the lowest of the compared OMol25 structures with the same formula, charge and spin   0.0 kcal/mol

Last column: Löwdin charge in e.
Positions of all 14 atoms, in Å:
C  0.02632  -0.45234  0.10401  -0.28
N  -0.65668  -1.55130  -0.06437  0.11
N  3.04847  0.45736  0.18077  0.15
N  1.42721  -0.51364  -0.11994  0.04
N  -0.46957  0.78202  0.07898  0.25
F  -1.90678  -1.55560  -0.52692  0.09
F  2.66581  1.63398  0.76610  0.04
F  3.33826  0.73686  -1.05857  0.11
F  1.88815  -1.73097  0.01558  0.03
F  -3.58438  0.85574  0.53402  -0.09
H  -0.07315  -2.27607  -0.47841  0.18
H  -4.40086  1.12210  0.12094  0.13
H  0.13628  1.60741  0.25590  0.16
H  -1.43908  0.88446  0.19189  0.08


Record 5
Entry from OMol25: a cluster of 3 separate species, CH4OS in total at a distorted geometry (ωB97M-V/def2-TZVPD).

Output
E_LUMO   0.401 eV
HOMO energy   -8.38 eV
Charge   0
Calculated total energy   -13980.7009 eV
2S+1   1
Frontier orbital gap   8.7808 eV
Energy above the lowest of the compared OMol25 structures with the same formula, charge and spin   71.2 kcal/mol

Last column: Löwdin charge in e.
Positions of all 7 atoms, in Å:
C  -0.31966  -0.03066  0.07063  -0.70
O  -1.02052  -1.08423  -0.19556  -0.11
S  -0.94879  1.50778  -0.10507  0.78
H  1.83820  -0.69132  -0.05626  -0.03
H  2.54540  -1.05945  0.23716  0.03
H  -2.05364  -0.92449  -0.42933  0.16
H  -0.04099  2.28238  0.47843  -0.13


Record 6
Entry from OMol25: the ion C8H10ClN4 with charge +1 at a distorted geometry (ωB97M-V/def2-TZVPD).

Output
E_LUMO (alpha / beta)   -4.045 / -6.669 eV
HOMO energy (alpha / beta)   -10.06 / -12.13 eV
Charge   +1
Calculated total energy   -26928.3738 eV
2S+1   3
Frontier orbital gap (alpha / beta)   6.0128 / 5.4614 eV
Energy above the lowest of the compared OMol25 structures with the same formula, charge and spin   32.8 kcal/mol

Last column: Löwdin charge in e.
Positions of all 23 atoms, in Å:
C  0.91190  -1.49186  -2.61761  -0.06
C  1.59643  -0.37494  -2.96337  -0.02
C  0.73117  -0.09651  -0.87636  -0.43
C  -0.73582  2.04048  2.52336  -0.08
C  -0.48544  0.70287  2.57225  0.03
C  -0.15001  2.27954  0.11693  0.14
C  -0.63228  2.71391  1.26670  -0.68
C  -0.05361  -0.18306  1.35883  -0.39
N  0.32031  -1.28751  -1.37522  0.13
N  1.43886  0.51909  -1.82507  0.12
N  0.61341  0.43757  0.27715  0.07
N  -1.26270  -0.84275  0.85620  0.05
Cl  -1.05484  4.39623  1.17521  0.76
H  0.54299  -2.33938  -3.16480  0.12
H  2.25520  -0.17415  -3.83095  0.13
H  -0.88341  2.58693  3.47542  0.13
H  -0.62831  0.04022  3.51314  0.16
H  -0.14417  2.45501  -0.89499  0.07
H  0.62749  -0.98992  1.88013  0.19
H  2.18774  1.23373  -1.67999  0.19
H  -0.51902  -1.73878  -0.97999  0.15
H  -2.26686  -0.54357  1.03376  0.13
H  -1.36843  -1.77623  1.21970  0.08


The highest calculated total energy belongs to which entry?
CH4OS


Copy entry 4 word for word.
Entry from OMol25: a structure of composition CH4F5N4 at a distorted geometry (ωB97M-V/def2-TZVPD).

Output
E_LUMO (alpha / beta)   -6.599 / -6.599 eV
HOMO energy (alpha / beta)   -14.95 / -14.95 eV
Charge   +1
Calculated total energy   -20632.2216 eV
2S+1   1
Frontier orbital gap (alpha / beta)   8.3548 / 8.3541 eV
Energy above the lowest of the compared OMol25 structures with the same formula, charge and spin   0.0 kcal/mol

Last column: Löwdin charge in e.
Positions of all 14 atoms, in Å:
C  0.02632  -0.45234  0.10401  -0.28
N  -0.65668  -1.55130  -0.06437  0.11
N  3.04847  0.45736  0.18077  0.15
N  1.42721  -0.51364  -0.11994  0.04
N  -0.46957  0.78202  0.07898  0.25
F  -1.90678  -1.55560  -0.52692  0.09
F  2.66581  1.63398  0.76610  0.04
F  3.33826  0.73686  -1.05857  0.11
F  1.88815  -1.73097  0.01558  0.03
F  -3.58438  0.85574  0.53402  -0.09
H  -0.07315  -2.27607  -0.47841  0.18
H  -4.40086  1.12210  0.12094  0.13
H  0.13628  1.60741  0.25590  0.16
H  -1.43908  0.88446  0.19189  0.08